# 1
{
  "formula": "C5H6O2",
  "method": "the ωB97M-V functional and the def2-TZVPD basis",
  "smiles": "C#C[C@H](C=O)CO",
  "de_lowest_ev": 3.215,
  "homo_lumo_gap_ev": 10.652,
  "charge": 0,
  "species": ["C", "C", "C", "C", "O", "C", "O", "H", "H", "H", "H", "H", "H"],
  "xyz": [[-2.208, 0.583, -0.415], [-1.095, 0.229, -0.685], [0.338, -0.070, -0.710], [0.215, -1.550, -0.373], [-0.499, -1.876, 0.543], [0.943, 0.900, 0.382], [1.514, 0.279, 1.497], [-3.195, 0.760, -0.073], [0.831, 0.083, -1.680], [0.617, -2.304, -1.075], [0.115, 1.561, 0.663], [1.717, 1.523, -0.074], [0.797, -0.126, 2.004]],
  "nbo_charge": [-0.2374, 0.0039, -0.4389, 0.4527, -0.5095, -0.0290, -0.7033, 0.2393, 0.2398, 0.1338, 0.1839, 0.1857, 0.4790]
}

=====

# 2
{
  "formula": "C34H90F6N7O14S2Ti",
  "method": "the ωB97M-V functional and the def2-TZVPD basis",
  "s_squared": 3.76,
  "multiplicity": 4,
  "homo_lumo_gap_ev": [4.228, 7.567],
  "charge": 0,
  "species": ["Ti", "C", "F", "F", "F", "S", "O", "O", "N", "S", "O", "O", "C", "F", "F", "F", "C", "C", "C", "O", "C", "N", "H", "H", "H", "H", "H", "H", "H", "H", "H", "H", "H", "C", "C", "C", "O", "C", "N", "H", "H", "H", "H", "H", "H", "H", "H", "H", "H", "H", "C", "C", "C", "O", "C", "N", "H", "H", "H", "H", "H", "H", "H", "H", "H", "H", "H", "C", "C", "C", "O", "C", "N", "H", "H", "H", "H", "H", "H", "H", "H", "H", "H", "H", "C", "C", "C", "O", "C", "N", "H", "H", "H", "H", "H", "H", "H", "H", "H", "H", "H", "C", "C", "C", "O", "C", "N", "H", "H", "H", "H", "H", "H", "H", "H", "H", "H", "H", "C", "C", "O", "H", "H", "H", "H", "H", "H", "C", "C", "O", "H", "H", "H", "H", "H", "H", "C", "C", "O", "H", "H", "H", "H", "H", "H", "C", "C", "O", "H", "H", "H", "H", "H", "H"],
  "xyz": [[0.239, 1.436, 0.969], [2.303, -2.255, 1.407], [1.369, -2.237, 2.299], [3.461, -2.397, 2.036], [2.116, -3.206, 0.579], [2.249, -0.581, 0.396], [2.927, 0.455, 1.188], [2.803, -0.980, -0.915], [0.563, -0.140, 0.339], [0.068, -0.855, -0.898], [0.633, -0.427, -2.199], [-0.095, -2.338, -0.724], [-1.757, -0.270, -0.915], [-2.372, -0.860, -1.902], [-2.316, -0.387, 0.341], [-1.772, 1.069, -1.182], [1.761, 4.160, -1.040], [1.064, 2.846, -1.152], [1.633, 1.969, -2.286], [2.834, 1.293, -1.795], [3.721, 0.803, -2.732], [1.399, 2.269, 0.160], [2.795, 3.905, -0.807], [1.230, 4.696, -0.253], [1.806, 4.717, -1.976], [-0.004, 2.892, -1.366], [1.770, 2.533, -3.208], [0.980, 1.171, -2.640], [4.495, 0.353, -2.109], [4.093, 1.604, -3.370], [3.100, 0.110, -3.299], [2.109, 1.614, -0.138], [1.941, 2.960, 0.659], [-1.173, -1.626, -5.339], [-0.001, -2.660, -5.409], [-0.382, -4.028, -4.614], [-0.838, -3.880, -3.336], [0.096, -3.352, -2.389], [0.131, -3.083, -6.790], [-1.399, -1.403, -4.297], [-2.198, -1.861, -5.626], [-0.970, -0.676, -5.833], [0.872, -2.253, -4.898], [0.455, -4.717, -4.724], [-1.203, -4.389, -5.234], [-0.451, -3.123, -1.475], [0.602, -2.440, -2.707], [0.924, -4.040, -2.223], [0.624, -3.964, -6.793], [0.644, -2.407, -7.339], [-3.742, 0.561, -1.332], [-4.660, 1.731, -1.550], [-5.864, 1.495, -2.398], [-6.615, 2.645, -2.516], [-6.241, 3.658, -3.462], [-4.899, 2.332, -0.234], [-2.884, 0.847, -0.724], [-3.262, 0.323, -2.281], [-4.316, -0.314, -1.028], [-4.096, 2.496, -2.085], [-6.463, 0.647, -2.067], [-5.604, 1.135, -3.393], [-7.065, 4.291, -3.792], [-5.731, 3.365, -4.379], [-5.559, 4.391, -3.032], [-5.645, 2.949, -0.524], [-5.268, 1.689, 0.452], [0.430, 4.850, 3.250], [0.170, 3.479, 2.605], [-0.872, 3.642, 1.391], [-1.341, 2.436, 0.835], [-2.777, 2.452, 0.573], [1.448, 2.823, 2.278], [-0.552, 5.322, 3.302], [1.052, 5.471, 2.606], [0.958, 4.901, 4.202], [-0.315, 2.809, 3.315], [-0.477, 4.162, 0.518], [-1.704, 4.231, 1.777], [-3.054, 1.494, 0.133], [-3.052, 3.242, -0.126], [-3.350, 2.613, 1.486], [1.876, 2.461, 3.119], [2.095, 3.419, 1.782], [5.466, -3.870, 1.106], [5.535, -4.072, -0.417], [6.358, -2.978, -1.158], [5.787, -1.674, -1.012], [4.580, -1.438, -1.654], [6.233, -5.292, -0.697], [4.879, -3.052, 1.523], [6.395, -3.715, 1.654], [5.101, -4.814, 1.511], [4.544, -4.112, -0.869], [6.576, -3.085, -2.221], [7.318, -2.908, -0.648], [3.777, -1.861, -1.051], [4.660, -1.723, -2.704], [4.506, -0.355, -1.548], [6.605, -5.559, 0.203], [6.962, -5.252, -1.395], [-3.046, -2.993, 2.698], [-2.643, -1.695, 3.401], [-2.998, -0.399, 2.510], [-4.402, -0.330, 2.060], [-4.751, 0.912, 1.490], [-3.382, -1.626, 4.604], [-4.120, -3.176, 2.666], [-2.389, -3.738, 3.148], [-2.797, -2.841, 1.648], [-1.598, -1.747, 3.708], [-2.382, -0.507, 1.618], [-2.771, 0.506, 3.075], [-5.643, 0.832, 0.869], [-3.906, 1.394, 0.999], [-5.039, 1.634, 2.255], [-2.844, -0.931, 5.102], [-4.277, -1.175, 4.479], [1.346, -4.242, 2.752], [-0.113, -3.863, 2.631], [-0.930, -4.858, 3.209], [2.160, -3.519, 2.697], [1.540, -4.936, 1.935], [1.522, -4.914, 3.592], [-0.502, -3.750, 1.619], [-0.436, -2.993, 3.203], [-1.725, -4.899, 2.673], [0.990, -0.939, 4.086], [-0.158, -0.558, 3.157], [0.412, 0.337, 2.243], [1.613, -0.059, 4.248], [1.748, -1.560, 3.608], [0.692, -1.453, 5.000], [-0.918, 0.002, 3.702], [-0.673, -1.306, 2.554], [0.471, -0.123, 1.402], [-1.611, 2.758, -2.121], [-2.652, 3.873, -2.132], [-1.827, 4.977, -2.163], [-0.973, 2.698, -1.239], [-0.784, 2.790, -2.831], [-2.110, 1.790, -2.143], [-3.165, 3.977, -1.176], [-3.449, 3.755, -2.866], [-1.324, 5.055, -2.977], [3.435, 1.852, 4.844], [3.065, 1.639, 3.386], [3.153, 0.219, 3.231], [2.956, 1.085, 5.452], [3.106, 2.833, 5.188], [4.520, 1.822, 4.943], [3.578, 2.212, 2.613], [1.993, 1.815, 3.297], [3.254, 0.058, 2.289]],
  "mulliken_spin": [1.4154, 0.2423, -0.0733, 0.0237, 0.0188, 0.3053, 0.0330, 0.0938, 0.3291, 0.0148, 0.0370, 0.0627, 0.1567, -0.0066, -0.0833, -0.0938, -0.0131, 0.0757, 0.0319, 0.0031, 0.0022, 0.0999, 0.0063, 0.0021, 0.0019, 0.0170, 0.0026, 0.0034, 0.0028, 0.0001, -0.0006, -0.0404, 0.0543, -0.0016, -0.0005, 0.0004, -0.0010, -0.0016, 0.0000, 0.0008, 0.0000, -0.0001, 0.0005, -0.0002, 0.0000, 0.0006, 0.0005, 0.0012, 0.0000, 0.0000, 0.0021, -0.0012, 0.0004, 0.0000, 0.0000, 0.0010, 0.0317, 0.0015, -0.0008, 0.0009, -0.0001, -0.0001, 0.0000, 0.0000, 0.0000, 0.0002, -0.0002, 0.0117, 0.0528, 0.0838, -0.1277, 0.0753, 0.0043, -0.0006, -0.0004, 0.0000, -0.0041, 0.0080, 0.0265, 0.0120, 0.0010, 0.0023, -0.0270, 0.0296, -0.0040, 0.0022, -0.0018, 0.0009, 0.0048, 0.0001, -0.0045, 0.0004, -0.0017, 0.0000, 0.0001, 0.0001, 0.0023, 0.0016, 0.0101, 0.0000, 0.0001, 0.0001, 0.0163, 0.0089, -0.0013, 0.0032, 0.0001, 0.0001, -0.0002, -0.0003, -0.0017, 0.0688, -0.0158, 0.0006, -0.0127, -0.0006, 0.0002, -0.0001, -0.0017, 0.0040, 0.0000, 0.0143, 0.0011, -0.0001, -0.0001, 0.0021, 0.0000, 0.0029, 0.0271, 0.0663, -0.0031, 0.0065, -0.0015, -0.0074, 0.0270, -0.2266, -0.0047, -0.0014, 0.0001, 0.0835, 0.0100, 0.0002, 0.0005, 0.0000, 0.0000, 0.0004, 0.0171, 0.0001, -0.0001, -0.0001, -0.0001, 0.0040, -0.0031, 0.0001]
}

=====

# 3
{
  "formula": "C6H15N5",
  "method": "the ωB97M-V functional and the def2-TZVPD basis",
  "s_squared": 2.01,
  "multiplicity": 3,
  "de_lowest_ev": 3.257,
  "homo_lumo_gap_ev": [7.812, 9.291],
  "charge": 2,
  "species": ["C", "C", "C", "C", "C", "C", "N", "N", "N", "N", "N", "H", "H", "H", "H", "H", "H", "H", "H", "H", "H", "H", "H", "H", "H", "H"],
  "xyz": [[-3.150, 0.225, -1.503], [-2.208, -1.490, 1.193], [1.513, -1.092, -0.148], [0.516, 0.851, -1.519], [1.915, 1.159, 0.542], [-0.448, 0.253, 0.700], [-1.724, 2.191, 0.663], [-0.687, 1.584, 1.004], [-2.428, -0.149, -0.696], [-1.591, -0.585, 0.170], [0.926, 0.255, -0.156], [-3.868, 0.531, -2.231], [-1.508, -2.083, 1.725], [-2.566, -0.756, 1.912], [-2.973, -2.112, 0.734], [1.666, -1.364, 0.922], [0.955, -1.770, -0.663], [2.508, -1.166, -0.660], [0.173, 1.823, -1.282], [1.360, 1.049, -2.164], [-0.105, 0.260, -2.074], [1.561, 2.237, 0.131], [1.942, 1.053, 1.593], [2.982, 1.176, 0.249], [-0.237, -0.167, 1.640], [-1.828, 3.167, 1.032]],
  "mulliken_spin": [0.0264, -0.0014, -0.0009, -0.0084, -0.0009, 0.0743, 1.0613, 0.7025, -0.0136, 0.0162, 0.0660, -0.0006, 0.0021, 0.0002, 0.0002, -0.0009, -0.0003, 0.0020, 0.0048, 0.0008, -0.0014, -0.0039, -0.0007, 0.0030, 0.0337, 0.0394]
}

=====

no.,calculated total energy (eV)
1,-9373.8805
2,-136838.5947
3,-13890.8477